No. 1
{
  "formula": "C44H64N7O4SeTi",
  "method": "ωB97M-V/def2-TZVPD",
  "symbols": ["Se", "Ti", "O", "O", "O", "O", "N", "N", "N", "N", "N", "N", "N", "C", "C", "C", "C", "C", "C", "C", "C", "C", "C", "C", "C", "C", "C", "C", "C", "C", "C", "C", "C", "C", "C", "C", "C", "C", "C", "C", "C", "C", "C", "C", "C", "C", "C", "C", "C", "C", "C", "C", "C", "C", "C", "C", "C", "H", "H", "H", "H", "H", "H", "H", "H", "H", "H", "H", "H", "H", "H", "H", "H", "H", "H", "H", "H", "H", "H", "H", "H", "H", "H", "H", "H", "H", "H", "H", "H", "H", "H", "H", "H", "H", "H", "H", "H", "H", "H", "H", "H", "H", "H", "H", "H", "H", "H", "H", "H", "H", "H", "H", "H", "H", "H", "H", "H", "H", "H", "H", "H"],
  "positions_angstrom": [[-0.827, 1.665, 1.780], [1.269, 0.669, 0.230], [-0.059, -0.731, 0.101], [1.901, -0.909, 2.599], [0.315, 1.885, -1.065], [2.208, 3.671, 0.187], [2.085, 0.266, 2.148], [4.954, -4.405, 0.864], [2.144, 2.520, 0.944], [2.721, 0.382, -0.685], [4.379, -2.160, 0.121], [3.247, -4.080, -0.846], [5.588, -3.649, -1.373], [-2.753, -3.762, -1.075], [4.110, 1.604, -2.255], [-1.638, 2.383, 0.202], [2.738, 2.501, 2.078], [-1.808, -2.244, 0.687], [5.393, -2.260, -0.920], [3.109, 1.080, 4.229], [-4.938, 4.059, -0.799], [6.169, 1.631, -0.400], [3.479, 3.666, 2.647], [-2.139, 1.789, -4.474], [3.117, -2.678, -0.409], [-0.879, -4.543, 0.394], [3.918, 0.966, -1.020], [-5.715, -2.311, 2.606], [2.650, 1.237, 2.818], [6.343, 2.272, -1.624], [4.775, -2.993, 1.248], [5.304, 2.247, -2.545], [-2.888, 3.252, -2.045], [-3.313, -1.601, 2.537], [-0.475, -2.913, -1.433], [-1.629, 2.681, -2.191], [-4.088, -3.245, 4.260], [-2.904, 2.941, 0.297], [-4.472, -1.999, 3.451], [-1.131, -1.012, 0.821], [-4.863, 5.475, -1.386], [5.956, -4.452, -0.204], [-3.554, 3.415, -0.832], [3.681, -4.873, 0.303], [-0.815, 3.900, -4.219], [-4.831, -0.885, 4.434], [4.982, 0.984, -0.100], [4.295, -4.140, -1.863], [-1.469, -3.332, -0.344], [-0.939, 2.296, -1.016], [-2.697, -0.358, 2.583], [-2.847, -2.496, 1.578], [0.205, 1.689, -3.729], [-5.487, 4.159, 0.624], [-5.918, 3.221, -1.632], [-1.636, -0.075, 1.740], [-1.084, 2.513, -3.619], [-3.028, 0.406, 3.274], [3.303, 1.584, -2.979], [6.906, -4.083, 0.190], [6.971, 1.630, 0.330], [-6.918, 3.665, -1.611], [-4.542, 5.459, -2.429], [-0.056, 4.428, -3.638], [-1.580, -4.951, 1.126], [-0.810, -2.021, -1.962], [3.293, 4.570, 2.074], [0.112, 0.716, -3.248], [5.091, -1.642, -1.768], [2.900, 0.057, 4.537], [4.551, 3.455, 2.626], [6.343, -1.877, -0.538], [2.586, 1.761, 4.908], [-0.628, -5.333, -0.320], [-5.620, 3.174, 1.074], [-5.538, -3.149, 1.930], [1.662, 3.413, -0.581], [-2.520, -4.576, -1.766], [-3.851, -4.087, 3.609], [4.847, 0.466, 0.841], [5.421, 2.738, -3.505], [-2.366, 0.809, -4.048], [-3.332, -3.464, 1.516], [-3.390, 3.587, -2.946], [-4.152, 6.088, -0.829], [3.794, -5.917, -0.004], [-3.160, -2.930, -1.654], [0.515, -2.709, -1.039], [-3.074, 2.344, -4.556], [-6.461, 4.654, 0.607], [2.355, -2.609, 0.372], [-5.644, -1.219, 5.084], [-5.984, 2.204, -1.240], [-0.449, 3.804, -5.246], [4.008, -2.921, 2.022], [-3.533, -4.111, -0.398], [0.033, -4.262, 0.923], [3.193, 3.822, 3.687], [0.416, 1.534, -4.792], [-1.716, 4.517, -4.234], [-3.210, -3.046, 4.878], [-4.827, 4.740, 1.272], [4.181, 1.265, 4.346], [-5.166, 0.017, 3.917], [6.087, -5.491, -0.518], [-5.993, -1.447, 1.998], [7.273, 2.778, -1.853], [-3.374, 2.984, 1.271], [-0.395, -3.736, -2.150], [-3.983, -0.618, 5.067], [2.914, -4.816, 1.079], [-5.843, 5.959, -1.344], [-6.560, -2.569, 3.250], [-4.912, -3.544, 4.914], [4.415, -5.176, -2.193], [-5.601, 3.156, -2.674], [-1.752, 1.640, -5.485], [2.789, -2.064, -1.247], [1.057, 2.187, -3.273], [3.991, -3.532, -2.718], [5.721, -2.621, 1.653]],
  "atomic_forces_ev_per_a": [[0.023, -0.085, 0.179], [0.374, -0.138, -1.190], [0.034, -0.017, 0.144], [0.149, 0.073, 0.180], [0.059, 0.199, 0.378], [-0.044, -0.041, -0.084], [-0.165, 0.065, -0.030], [0.004, 0.013, -0.016], [-0.074, -0.182, 0.180], [-0.378, 0.329, 0.185], [-0.007, -0.055, 0.005], [-0.018, -0.021, 0.025], [-0.007, 0.009, 0.013], [0.002, -0.011, 0.010], [0.063, -0.042, -0.103], [-0.111, 0.048, -0.096], [-0.020, -0.109, 0.177], [-0.179, -0.006, 0.150], [0.023, -0.008, -0.023], [0.148, -0.053, 0.039], [0.009, -0.020, 0.011], [-0.037, -0.034, -0.004], [0.056, 0.016, -0.010], [-0.012, -0.009, -0.021], [-0.095, -0.044, 0.073], [0.037, -0.018, -0.003], [-0.229, -0.180, 0.139], [-0.017, -0.006, -0.001], [0.033, 0.228, 0.004], [0.006, -0.005, 0.012], [0.005, 0.024, 0.027], [-0.001, -0.014, 0.005], [0.013, -0.050, -0.065], [-0.015, 0.011, -0.010], [0.024, -0.019, -0.037], [-0.132, 0.069, 0.001], [0.001, -0.014, 0.018], [-0.059, -0.005, -0.015], [0.037, 0.016, -0.005], [0.252, 0.029, -0.235], [0.001, 0.038, -0.012], [0.015, -0.011, 0.008], [0.056, -0.012, 0.010], [-0.014, -0.003, 0.018], [0.029, 0.018, -0.026], [-0.014, 0.026, 0.020], [0.111, 0.054, 0.001], [-0.018, 0.003, -0.006], [0.050, 0.015, 0.043], [0.140, -0.033, 0.015], [-0.008, -0.021, 0.027], [0.011, -0.014, -0.079], [0.034, -0.017, -0.048], [-0.021, -0.001, 0.045], [-0.035, -0.010, -0.019], [-0.141, -0.048, -0.008], [0.030, 0.017, 0.044], [0.014, 0.012, -0.003], [-0.007, 0.007, 0.029], [0.001, 0.000, -0.003], [0.011, 0.017, -0.012], [0.007, 0.008, 0.004], [0.008, -0.010, 0.002], [0.001, -0.009, 0.009], [-0.019, 0.004, -0.001], [-0.016, -0.001, -0.002], [-0.021, -0.016, -0.011], [-0.016, 0.004, -0.025], [0.001, -0.007, -0.005], [-0.005, 0.002, -0.013], [-0.001, 0.004, 0.004], [-0.002, 0.003, 0.008], [-0.027, -0.003, -0.023], [0.002, -0.004, 0.007], [0.009, -0.009, -0.014], [0.009, 0.001, -0.002], [0.028, 0.013, 0.081], [-0.012, 0.008, -0.008], [-0.003, 0.005, -0.007], [-0.023, 0.007, 0.001], [0.007, 0.003, 0.000], [0.008, 0.001, 0.001], [-0.011, -0.002, 0.000], [-0.012, 0.003, 0.007], [-0.006, -0.012, 0.020], [0.004, 0.003, -0.005], [0.011, 0.017, 0.011], [-0.044, -0.039, 0.000], [0.010, 0.011, 0.012], [-0.002, -0.006, -0.006], [0.027, 0.014, 0.019], [-0.001, 0.001, -0.003], [0.007, 0.004, 0.012], [0.000, -0.001, 0.004], [-0.004, -0.006, -0.006], [0.011, -0.029, 0.004], [0.002, 0.029, -0.009], [0.006, 0.004, -0.002], [0.014, -0.004, -0.009], [-0.019, -0.007, 0.003], [-0.002, 0.011, 0.000], [0.009, 0.016, -0.021], [0.000, -0.005, -0.022], [0.001, -0.007, -0.016], [0.001, 0.000, -0.001], [0.000, 0.009, 0.011], [-0.001, -0.001, -0.010], [0.015, 0.007, 0.008], [-0.001, 0.012, -0.018], [0.005, -0.017, 0.001], [-0.006, -0.003, -0.002], [-0.004, -0.007, -0.007], [0.001, -0.007, -0.003], [0.001, -0.002, 0.000], [0.002, -0.001, 0.004], [0.012, 0.001, 0.002], [-0.001, 0.002, -0.002], [0.084, 0.034, -0.004], [-0.039, 0.003, -0.020], [-0.001, 0.001, -0.003], [0.000, -0.005, -0.005]],
  "total_charge": -1,
  "total_energy_ev": -153752.69575,
  "e_lumo_ev": 2.27,
  "orbital_gap_ha": 0.2540,
  "relative_energy_kj_mol": 0.0
}

---

No. 2
{
  "formula": "C5H8N",
  "method": "ωB97M-V/def2-TZVPD",
  "symbols": ["N", "C", "C", "C", "C", "C", "H", "H", "H", "H", "H", "H", "H", "H"],
  "positions_angstrom": [[0.827, 0.708, -0.090], [-1.730, 0.320, 0.658], [1.946, -0.346, -0.323], [-1.341, -0.842, -0.062], [0.121, 1.168, -1.228], [-0.536, 0.399, -0.326], [2.653, -0.559, 0.484], [0.890, 1.712, 0.893], [-1.370, 0.468, 1.628], [1.422, -1.313, -0.568], [2.538, 0.074, -1.166], [-1.880, -1.016, -0.936], [-2.665, 0.895, 0.521], [-0.875, -1.667, 0.514]],
  "atomic_forces_ev_per_a": [[3.484, 3.735, 3.640], [-0.757, 2.915, -0.168], [-0.242, 0.018, -0.764], [1.728, -1.556, 0.195], [0.762, 0.674, -1.031], [-4.483, -1.831, 1.330], [-0.639, 0.613, 0.397], [0.457, -3.798, -3.226], [0.454, -0.203, 1.573], [0.476, 1.194, -0.028], [-0.554, -0.604, 0.489], [-1.041, -1.093, -1.112], [0.683, -0.461, -0.498], [-0.329, 0.398, -0.798]],
  "total_charge": 1,
  "total_energy_ev": -6788.69408,
  "e_lumo_ev": [-4.74, -7.21],
  "orbital_gap_ha": [0.3167, 0.3190],
  "spin_multiplicity": 3,
  "relative_energy_kj_mol": 567.5
}

---

No. 3
{
  "formula": "C25H19AsF3MnN2OPS5",
  "method": "ωB97M-V/def2-TZVPD",
  "symbols": ["As", "Mn", "S", "S", "S", "S", "S", "P", "F", "F", "F", "O", "N", "N", "C", "C", "C", "C", "C", "C", "C", "C", "C", "C", "C", "C", "C", "C", "C", "C", "C", "C", "C", "C", "C", "C", "C", "C", "C", "H", "H", "H", "H", "H", "H", "H", "H", "H", "H", "H", "H", "H", "H", "H", "H", "H", "H", "H"],
  "positions_angstrom": [[-2.103, -4.864, -3.105], [0.293, -1.362, -0.084], [-0.619, -4.531, -1.319], [-1.412, -2.580, -4.028], [-0.373, -2.662, -2.219], [-3.808, -4.548, -1.970], [1.054, -1.035, 2.391], [0.243, 0.779, -0.685], [-0.500, -3.943, 5.754], [1.294, -2.956, 5.033], [-0.266, -1.724, 5.888], [2.472, -2.733, -1.328], [-0.768, -2.473, 1.315], [2.050, -1.495, -0.803], [1.869, 1.402, -0.425], [-1.355, 0.434, -2.851], [3.077, -0.806, -0.266], [-2.055, 2.204, -0.041], [-2.701, -3.440, 2.355], [-0.791, -2.681, 3.718], [-0.060, -2.803, 5.055], [0.705, 1.729, -3.291], [-2.641, 3.245, 0.689], [-2.034, -2.988, 1.203], [-1.992, 3.739, 1.879], [2.096, 2.840, -0.373], [-0.982, 1.439, -5.019], [-0.160, 1.027, -2.380], [4.192, 1.311, 0.428], [0.276, 1.941, -4.584], [-1.797, 0.706, -4.176], [3.026, 0.670, -0.107], [3.123, 3.461, 0.188], [-0.246, -2.104, 2.541], [4.273, 2.677, 0.535], [-0.217, 2.207, 1.559], [-0.796, 1.775, 0.348], [-1.963, -3.489, 3.507], [-0.763, 3.255, 2.280], [-3.510, 3.853, 0.245], [-2.176, -4.090, 4.393], [0.650, 2.812, -5.113], [-2.406, -3.091, 0.195], [-2.743, 0.313, -4.555], [1.246, 3.427, -0.651], [-1.211, 1.635, -6.048], [5.161, 3.070, 0.979], [-1.956, -0.184, -2.154], [0.719, 1.787, 1.824], [-3.702, -3.924, 2.355], [-2.507, 4.449, 2.548], [1.732, -3.044, -1.898], [4.869, 0.555, 0.801], [4.060, -1.334, -0.229], [1.663, 2.119, -2.940], [-0.138, 3.741, 3.080], [3.119, 4.530, 0.448], [-2.515, 1.752, -0.893]],
  "atomic_forces_ev_per_a": [[-0.575, 0.043, 0.134], [-2.136, -0.917, 1.515], [0.289, -0.123, -0.729], [-0.123, -1.017, 0.729], [0.304, 0.919, 0.439], [-0.255, -0.055, -0.391], [0.188, 0.464, -0.163], [1.441, -1.035, 0.222], [0.225, 1.548, -0.742], [-1.152, 0.190, -0.616], [-0.135, -1.030, -0.752], [0.374, -0.611, 0.064], [-2.020, 0.019, 0.209], [2.616, 0.555, -0.498], [1.554, 2.473, -0.194], [0.059, 1.067, -0.319], [0.318, 1.113, -0.961], [0.090, 1.174, 0.879], [-0.633, -0.760, -1.032], [-0.640, -1.955, -0.972], [0.308, -0.242, 1.029], [-0.960, -0.543, 0.990], [-0.258, 1.290, 0.521], [1.455, 0.299, 1.500], [-1.402, 0.084, -0.824], [-2.936, -1.690, -0.179], [1.147, 0.158, 0.685], [-0.350, -0.015, -2.249], [-1.138, -0.148, -0.433], [-1.606, 0.636, 0.427], [0.487, -0.443, 0.454], [-0.063, -3.294, 0.224], [2.700, 0.887, 0.729], [-0.092, -0.543, -0.140], [-0.471, -1.304, 0.452], [-0.420, 0.514, -1.076], [-0.207, 0.495, 1.135], [2.112, 1.438, 2.276], [0.631, -0.141, 0.442], [1.041, -1.422, 1.050], [-0.784, 0.148, -0.481], [0.778, -0.649, -0.532], [-0.222, -0.094, -0.054], [0.299, -0.018, 0.275], [-0.521, 0.515, -0.098], [-0.584, 0.075, -0.269], [0.315, 0.583, 0.222], [0.318, 0.459, -0.639], [0.770, -0.151, 0.275], [0.953, 0.415, -0.437], [0.295, 0.009, -0.824], [0.462, 0.484, 0.341], [0.787, 0.590, -0.023], [-0.810, 0.513, 0.156], [-0.411, 0.008, -0.009], [-1.100, -0.759, -0.563], [-0.048, -0.471, -0.597], [-0.266, 0.263, -0.578]],
  "total_charge": -1,
  "total_energy_ev": -195035.97982,
  "e_lumo_ev": [1.86, 1.84],
  "orbital_gap_ha": [0.1741, 0.2525],
  "spin_multiplicity": 5,
  "relative_energy_kj_mol": 371.4
}

---

No. 4
{
  "formula": "C6H9N",
  "method": "ωB97M-V/def2-TZVPD",
  "symbols": ["N", "C", "C", "C", "C", "C", "C", "H", "H", "H", "H", "H", "H", "H", "H", "H"],
  "positions_angstrom": [[-0.391, 0.180, -0.644], [0.363, 0.290, 1.476], [-0.900, 2.341, 0.452], [0.368, -0.984, -0.404], [-0.334, 0.960, 0.528], [0.842, -0.927, 0.867], [0.587, -2.022, -1.466], [-1.324, 2.663, 1.405], [-1.668, 2.423, -0.327], [-0.186, -2.799, -1.444], [0.596, -1.588, -2.472], [1.551, -2.521, -1.318], [0.509, 0.603, 2.500], [1.482, -1.662, 1.337], [-1.396, 0.008, -0.662], [-0.098, 3.035, 0.172]],
  "atomic_forces_ev_per_a": [[-0.089, -0.012, 0.325], [0.038, 0.152, 0.040], [-0.040, 0.055, 0.123], [0.012, -0.175, 0.279], [0.201, 0.120, 0.299], [0.031, -0.098, -0.089], [-0.062, -0.058, 0.017], [0.053, 0.025, -0.066], [0.094, -0.108, 0.193], [0.037, 0.076, -0.046], [-0.043, 0.025, 0.243], [-0.204, 0.107, 0.050], [0.222, 0.080, -0.147], [-0.003, 0.085, -0.075], [-0.064, -0.239, -1.235], [-0.184, -0.034, 0.086]],
  "total_charge": 0,
  "total_energy_ev": -7857.42797,
  "smiles": "Cc1ccc(C)[nH]1",
  "e_lumo_ev": 1.07,
  "orbital_gap_ha": 0.3314,
  "relative_energy_kj_mol": 70.6
}

---

No. 5
{
  "formula": "NO3P",
  "method": "ωB97M-V/def2-TZVPD",
  "symbols": ["P", "O", "O", "O", "N"],
  "positions_angstrom": [[-0.527, 0.559, -0.983], [1.282, -0.267, -0.034], [-0.841, 1.866, -0.510], [-0.076, -1.511, 1.172], [0.161, -0.648, 0.355]],
  "atomic_forces_ev_per_a": [[0.678, -1.977, -1.301], [-0.029, -0.098, -0.013], [-0.398, 1.688, 1.161], [0.618, 1.194, -0.991], [-0.869, -0.807, 1.145]],
  "total_charge": 0,
  "total_energy_ev": -16918.22456,
  "e_lumo_ev": -0.88,
  "orbital_gap_ha": 0.3613,
  "relative_energy_kj_mol": 91.1
}

---

No. 6
{
  "formula": "CH6N2S2",
  "method": "ωB97M-V/def2-TZVPD",
  "symbols": ["S", "S", "N", "N", "C", "H", "H", "H", "H", "H", "H"],
  "positions_angstrom": [[-1.511, 0.505, 2.138], [-0.975, 2.056, 0.867], [0.326, 1.681, -0.130], [0.275, 0.772, -1.149], [-0.015, -0.605, -0.792], [-0.357, 1.129, -1.861], [0.113, -1.221, -1.678], [-1.027, -0.754, -0.396], [-0.728, 0.834, 3.179], [0.710, -0.905, -0.036], [1.435, 1.291, 0.662]],
  "atomic_forces_ev_per_a": [[0.118, 0.030, -0.048], [-0.292, -0.042, 0.081], [4.430, -0.925, 3.708], [-0.245, -0.554, -0.924], [-0.298, 0.106, 0.020], [0.188, 0.007, 0.072], [0.042, -0.053, -0.048], [0.126, -0.051, 0.026], [-0.019, 0.029, -0.009], [-0.010, -0.130, 0.048], [-4.040, 1.583, -2.924]],
  "total_charge": 0,
  "total_energy_ev": -25782.11602,
  "e_lumo_ev": 0.50,
  "orbital_gap_ha": 0.3424,
  "relative_energy_kj_mol": 269.5
}